Entry 1:
The following is a quantum chemistry calculation of a molecular structure, CH3AlF2NO5S2 in a non-equilibrium geometry, from the Open Molecules 2025 dataset.

The LUMO energy comes out at -10.60 eV. The total charge is +1. The largest force on an atom is 5.129 eV/A. As for the energy above the lowest of the compared OMol25 structures with the same formula, charge and spin: 0.0 kJ/mol. As for the spin multiplicity: 1. For the HOMO-LUMO gap, the calculation gives 3.588 eV.

Geometry as XYZ:
```
15
CH3AlF2NO5S2, DFT wB97M-V/def2-TZVPD
Al -1.93 -12.16 -8.44
N -3.33 -9.90 -7.54
S -3.40 -9.35 -6.02
O -4.50 -9.91 -5.32
O -2.95 -8.04 -5.78
F -2.15 -10.23 -5.55
S -4.44 -8.84 -8.21
O -3.87 -7.57 -8.48
O -5.79 -8.96 -7.84
F -4.38 -9.53 -9.65
C -1.81 -9.18 -11.40
O -1.73 -10.25 -10.66
H -2.50 -9.26 -12.26
H -2.18 -8.29 -10.80
H -0.80 -8.90 -11.76
```


Entry 2:
The following is a quantum chemistry calculation of a molecular structure, C11H16Br33FNO2P2S in a non-equilibrium geometry, from the Open Molecules 2025 dataset.

The LUMO energy comes out at -6.54 eV. The total charge is +1. The largest force on an atom is 8.340 eV/A. As for the energy above the lowest of the compared OMol25 structures with the same formula, charge and spin: 0.0 kJ/mol. As for the spin multiplicity: 1. For the HOMO-LUMO gap, the calculation gives 4.921 eV.

Geometry as XYZ:
```
67
C11H16Br33FNO2P2S, DFT wB97M-V/def2-TZVPD
N -0.38 -0.90 2.37
P -0.49 0.66 2.72
P 0.94 1.73 1.41
S 0.45 1.66 -0.68
O 1.45 2.49 -1.42
O 0.52 0.27 -1.14
F -1.02 2.29 -1.02
H -1.33 -1.19 2.08
H -0.03 0.92 4.06
H -1.83 1.16 2.53
H 2.25 1.22 1.67
H 0.96 3.10 1.84
C 3.66 1.54 -3.92
Br 4.50 3.17 -3.30
Br 3.28 1.59 -5.81
Br 4.69 -0.03 -3.43
H 2.70 1.46 -3.41
C -3.95 -3.88 2.58
Br -2.46 -4.56 3.60
Br -5.20 -2.92 3.70
Br -3.36 -2.80 1.08
H -4.48 -4.73 2.17
C -0.36 5.46 -2.14
Br 0.96 6.07 -0.85
Br -1.81 6.73 -2.34
Br 0.45 5.02 -3.84
H -0.79 4.55 -1.76
C 6.23 6.48 -1.06
Br 6.02 6.33 -2.98
Br 5.61 8.19 -0.40
Br 5.39 5.00 -0.13
H 7.29 6.43 -0.85
C 5.08 11.73 -1.77
Br 6.39 12.34 -0.48
Br 3.63 12.99 -1.97
Br 5.89 11.29 -3.47
H 4.65 10.81 -1.38
C -5.80 -1.87 -2.16
Br -6.72 -1.15 -3.70
Br -6.18 -3.75 -1.90
Br -3.89 -1.54 -2.24
H -6.18 -1.35 -1.29
C -5.56 -7.33 4.27
Br -4.27 -6.65 5.54
Br -7.07 -6.15 4.05
Br -4.73 -7.76 2.57
H -5.95 -8.26 4.68
C 8.16 -1.65 -5.70
Br 9.77 -2.27 -6.58
Br 8.42 0.09 -4.87
Br 6.64 -1.66 -6.89
H 7.95 -2.35 -4.90
C -2.88 -5.67 -3.62
Br -2.96 -5.42 -1.70
Br -1.08 -5.45 -4.30
Br -3.65 -7.36 -4.15
H -3.49 -4.89 -4.06
C 1.05 -7.20 3.47
Br -0.56 -8.17 3.92
Br 0.88 -6.30 1.76
Br 1.57 -5.98 4.87
H 1.84 -7.93 3.37
C -6.22 -0.74 7.56
Br -5.29 0.96 7.64
Br -7.49 -0.79 6.10
Br -4.99 -2.23 7.50
H -6.79 -0.83 8.48
```


Entry 3:
The following is a quantum chemistry calculation of a molecular structure, C9H8BrIN2O2 in a non-equilibrium geometry, from the Open Molecules 2025 dataset.

The LUMO energy comes out at 0.10 eV. The largest force on an atom is 3.743 eV/A. As for the energy above the lowest of the compared OMol25 structures with the same formula, charge and spin: 0.0 kJ/mol. As for the spin multiplicity: 1. For the HOMO-LUMO gap, the calculation gives 8.683 eV.

Geometry as XYZ:
```
23
C9H8BrIN2O2, DFT wB97M-V/def2-TZVPD
C 2.94 0.65 -1.35
C 2.41 1.36 -0.29
C 2.15 -0.25 -2.04
C 1.09 1.18 0.09
C 0.83 -0.44 -1.68
C 0.30 0.28 -0.61
C -3.36 -0.38 1.64
C -1.92 -0.56 -0.89
C -3.77 -0.35 0.23
N -3.93 -1.26 2.47
N -1.05 0.12 -0.22
O -2.45 0.37 2.01
O -2.09 -1.20 -1.86
Br -4.94 -1.72 -0.42
I -4.32 1.63 -0.37
H 3.97 0.81 -1.65
H 3.02 2.07 0.25
H 2.56 -0.82 -2.87
H 0.67 1.72 0.92
H 0.22 -1.14 -2.22
H -4.73 -1.80 2.19
H -3.61 -1.31 3.42
H -1.35 0.51 0.71
```


Entry 4:
The following is a quantum chemistry calculation of a single C8H14 molecule in a non-equilibrium geometry, from the Open Molecules 2025 dataset.

The LUMO energy comes out at 1.00 eV. The largest force on an atom is 3.350 eV/A. As for the energy above the lowest of the compared OMol25 structures with the same formula, charge and spin: 297.9 kJ/mol. As for the spin multiplicity: 1. The SMILES is C[C@@H]1[C@H]2C(C)(C)[C@@]12C. For the HOMO-LUMO gap, the calculation gives 9.476 eV.

Geometry as XYZ:
```
22
C8H14, DFT wB97M-V/def2-TZVPD
C 2.62 0.58 -0.25
C 1.13 0.76 -0.52
C 0.35 0.89 0.73
C -1.01 0.27 0.20
C -1.71 0.95 -1.05
C -1.94 -0.13 1.31
C 0.24 -0.41 -0.06
C 0.50 -1.95 -0.05
H 2.86 -0.29 0.34
H 2.88 1.43 0.33
H 3.26 0.50 -1.12
H 0.80 1.18 -1.45
H 0.58 1.11 1.79
H -2.10 1.92 -0.66
H -2.51 0.31 -1.46
H -0.92 0.95 -1.79
H -2.56 -1.03 1.16
H -2.69 0.64 1.39
H -1.47 -0.40 2.26
H 1.07 -2.20 -0.97
H -0.44 -2.35 0.17
H 1.22 -2.44 0.66
```


Entry 5:
The following is a quantum chemistry calculation of a molecular structure, BrZr in a non-equilibrium geometry, from the Open Molecules 2025 dataset.

The LUMO energy comes out at -21.26 eV. The total charge is +3. The largest force on an atom is 4.258 eV/A. As for the energy above the lowest of the compared OMol25 structures with the same formula, charge and spin: 57.1 kJ/mol. As for the spin multiplicity: 1. For the HOMO-LUMO gap, the calculation gives 7.617 eV.

Geometry as XYZ:
```
2
BrZr, DFT wB97M-V/def2-TZVPD
Zr 1.06 -0.23 -0.65
Br -1.06 0.23 0.65
```


Entry 6:
The following is a quantum chemistry calculation of 10 unconnected molecules or ions with the total composition H20O10 in a non-equilibrium geometry, from the Open Molecules 2025 dataset.

The LUMO energy comes out at -0.98 eV. The largest force on an atom is 3.331 eV/A. As for the energy above the lowest of the compared OMol25 structures with the same formula, charge and spin: 317.2 kJ/mol. As for the spin multiplicity: 1. The SMILES is O.O.O.O.O.O.O.O.O.O. For the HOMO-LUMO gap, the calculation gives 8.510 eV.

Geometry as XYZ:
```
30
H20O10, DFT wB97M-V/def2-TZVPD
O 0.44 -0.88 -3.22
H 0.54 -0.05 -2.78
H -0.37 -1.32 -3.01
O 0.42 3.18 -0.70
H 0.94 2.67 -0.04
H -0.24 3.55 -0.11
O -0.65 1.73 -2.76
H -0.19 2.32 -2.19
H -0.89 1.09 -2.12
O 0.56 3.01 2.50
H 0.35 2.89 3.41
H 0.22 2.14 2.20
O -1.44 -2.88 -2.58
H -2.07 -3.35 -1.97
H -0.64 -2.91 -2.08
O 1.56 -1.62 0.93
H 0.69 -1.36 1.20
H 1.52 -2.56 1.04
O 1.97 1.36 0.58
H 2.54 1.65 1.31
H 1.93 0.44 0.72
O -0.26 0.07 2.35
H -0.98 -0.48 2.51
H 0.24 0.15 3.21
O -1.23 -2.70 0.51
H -1.97 -2.74 1.10
H -0.68 -3.45 0.74
O -0.86 0.16 -0.59
H -0.65 0.64 0.19
H -0.81 -0.74 -0.35
```